# 1
Formula: C9H14
Source: the Open Molecules 2025 dataset
Level of theory: ωB97M-V/def2-TZVPD

Geometry (Å):
C  -2.48897  2.84059  1.85469
C  -1.54763  1.98602  1.06677
C  -0.17242  2.11845  1.22168
C  0.67328  1.06742  0.97698
C  0.14640  -0.08397  0.37883
C  -1.21862  -0.20348  0.16807
C  -2.08385  0.86279  0.42590
H  -2.99758  2.26804  2.62258
H  -3.24718  3.25193  1.17652
H  -2.00281  3.69763  2.33054
H  0.20029  2.92745  1.84348
H  1.72804  1.10720  1.20822
H  0.88032  -0.73349  -0.03158
H  -1.50757  -1.10007  -0.38297
H  -3.14805  0.66451  0.36964
C  1.61401  -2.75206  -1.35109
C  2.57092  -2.43988  -2.47542
H  2.12780  -3.21877  -0.50053
H  1.18909  -1.81069  -1.02793
H  0.72470  -3.37059  -1.52028
H  2.03724  -2.13287  -3.37940
H  3.21142  -3.25118  -2.81863
H  3.31118  -1.69497  -2.15610

Summary:
**Frontier orbital gap**: 9.880 eV
**Energy above the lowest of the compared OMol25 structures with the same formula, charge and spin**: 0.949 eV
**Total charge**: 0
**Spin multiplicity**: 1

Atom charges from the Löwdin analysis, given in e for atoms 1 to 5: -0.062 -0.286 -0.067 -0.077 -0.095

# 2
Formula: C32H32AgN2OTe
Source: the Open Molecules 2025 dataset
Level of theory: ωB97M-V/def2-TZVPD

Geometry (Å):
Ag  -1.48958  1.16998  0.52338
C  -2.15621  -4.70054  -2.48911
C  -1.34831  -3.53883  -1.98729
C  -1.27520  -2.35437  -2.69842
C  -0.52517  -1.27018  -2.24701
C  -0.54088  -0.02562  -3.09395
C  0.16215  -1.39525  -1.03113
Te  1.25224  0.31086  -0.42665
N  0.44170  0.49714  1.39464
C  0.99505  1.67512  1.84173
O  1.91566  2.23816  1.23690
C  0.53598  2.16103  3.18335
C  1.50752  2.34247  4.16625
C  1.14343  2.77302  5.43102
C  -0.18750  3.05082  5.71354
C  -1.15036  2.89352  4.73122
C  -0.79321  2.43967  3.46965
C  3.17338  -0.57454  -0.14953
C  3.91600  -0.77004  1.01543
C  3.45267  -0.52341  2.42050
C  5.19960  -1.30447  0.89793
C  5.75231  -1.68288  -0.31085
C  7.13592  -2.25428  -0.39723
C  4.98256  -1.50873  -1.45224
C  3.71371  -0.95349  -1.39727
C  2.95860  -0.82667  -2.69498
C  0.09287  -2.57761  -0.27987
C  0.76189  -2.75775  1.04644
C  -0.65706  -3.63020  -0.78561
H  -2.72221  -4.43416  -3.38000
H  -2.85995  -5.04237  -1.72958
H  -1.50967  -5.54361  -2.73795
H  -1.81714  -2.25775  -3.63121
H  -0.70965  -0.29198  -4.13617
H  0.38574  0.54843  -3.05733
H  -1.34443  0.65426  -2.79045
H  2.54630  2.16046  3.92937
H  1.89854  2.90265  6.19504
H  -0.47116  3.39737  6.69842
H  -2.18586  3.12405  4.94301
H  -1.56099  2.31612  2.71082
H  2.52809  0.02348  2.48084
H  4.21484  0.03321  2.96790
H  3.31010  -1.47630  2.93060
H  5.77896  -1.43757  1.80509
H  7.55206  -2.43480  0.59225
H  7.80491  -1.57235  -0.92454
H  7.13669  -3.19785  -0.94394
H  5.38446  -1.79955  -2.41620
H  3.63160  -1.00220  -3.53144
H  2.52770  0.16684  -2.84765
H  2.14460  -1.55463  -2.75937
H  0.74047  -1.84396  1.63381
H  1.80053  -3.07454  0.92861
H  0.23717  -3.52450  1.61545
H  -0.72342  -4.54395  -0.20608
N  -3.11561  1.84294  -0.49791
C  -4.17428  2.25219  -0.82862
C  -5.39160  2.73432  -1.21491
C  -6.49434  1.86546  -1.50242
C  -7.69695  2.38570  -1.90253
C  -7.89660  3.76578  -2.04286
C  -6.82520  4.62465  -1.75645
C  -5.60592  4.14769  -1.35335
H  -6.37026  0.79498  -1.40221
H  -8.51410  1.70521  -2.11272
H  -8.85087  4.15755  -2.36333
H  -6.95867  5.69581  -1.85293
H  -4.79363  4.82994  -1.13992

Summary:
**Frontier orbital gap (alpha / beta)**: 3.717 / 7.419 eV
**Total charge**: 0
**Spin multiplicity**: 2

Atom charges from the Löwdin analysis, given in e for atoms 1 to 5: 0.720 -0.041 -0.251 -0.005 -0.320

# 3
Formula: C31H29MgN2PSe2
Source: the Open Molecules 2025 dataset
Level of theory: ωB97M-V/def2-TZVPD

Geometry (Å):
Mg  0.00000  0.00000  0.00000
Se  1.79930  2.03460  2.54590
Se  3.33660  0.22080  2.41400
C  3.27520  0.25010  0.49500
C  4.43510  0.52490  -0.23620
C  4.37620  0.53690  -1.63140
C  3.16570  0.27730  -2.27760
C  2.02760  0.00850  -1.51310
N  2.10620  0.00000  -0.15540
C  0.38260  0.83340  3.03110
C  -0.09760  0.81460  4.34420
C  -1.12950  -0.06360  4.68150
C  -1.66700  -0.90960  3.70900
C  -1.16020  -0.86300  2.40770
N  -0.15540  0.00000  2.09910
H  5.37100  0.72400  0.26990
H  5.26640  0.74600  -2.21040
H  3.10990  0.28410  -3.35840
H  1.08250  -0.19450  -1.99870
H  0.32260  1.47290  5.09370
H  -1.51210  -0.08820  5.69360
H  -2.46700  -1.59370  3.96060
H  -1.56580  -1.51220  1.64340
C  -5.00140  1.11390  -1.75110
C  -5.29250  0.19570  -0.59150
C  -6.63750  -0.10090  -0.30330
C  -6.97210  -0.95350  0.74950
C  -5.97010  -1.52270  1.53160
C  -4.63120  -1.23860  1.26770
C  -4.26860  -0.38080  0.21670
P  -2.44230  -0.01820  0.00000
C  -2.26070  -0.66790  -1.74490
C  -1.85090  0.27140  -2.70250
C  -1.67220  -0.09930  -4.03500
C  -1.89090  -1.41970  -4.42610
C  -2.28450  -2.37130  -3.48620
C  -2.47340  -2.01530  -2.13770
C  -2.87790  -3.07970  -1.15510
C  -2.40940  1.74690  0.56960
C  -3.57170  2.35690  1.10760
C  -3.58790  3.69900  1.48530
C  -2.45070  4.48120  1.34410
C  -1.28360  3.91740  0.84340
C  -1.23990  2.56480  0.47020
C  0.01820  2.06370  0.00000
H  -5.93550  1.48700  -2.22180
H  -4.45280  0.56810  -2.53820
H  -4.41760  1.99630  -1.42550
H  -7.43640  0.32400  -0.89770
H  -8.01060  -1.17410  0.95700
H  -6.23270  -2.18440  2.34720
H  -3.86740  -1.68690  1.89070
H  -1.67310  1.30000  -2.41430
H  -1.36130  0.63650  -4.76470
H  -1.74950  -1.70630  -5.46070
H  -2.44050  -3.39340  -3.81280
H  -2.95510  -4.07660  -1.63920
H  -3.87170  -2.85070  -0.72920
H  -2.12470  -3.14900  -0.34280
H  -4.49430  1.82650  1.25320
H  -4.49330  4.13610  1.88700
H  -2.46950  5.52300  1.63590
H  -0.40020  4.54010  0.76060
H  0.86670  2.28440  0.76080
H  0.37410  2.52020  -0.96920
H  0.00000  -1.77360  0.00000

Summary:
**Frontier orbital gap**: 6.260 eV
**Total charge**: 0
**Spin multiplicity**: 1

Atom charges from the Löwdin analysis, given in e for atoms 1 to 5: 0.224 0.780 0.733 -0.645 -0.099

> Which formula does entry 2 have?

C32H32AgN2OTe

> What is the formula in the second record?

C32H32AgN2OTe